Molecular formula: C65H53BO37
Method: DFT, ωB97M-V/def2-TZVPD

Results
- gap between HOMO and LUMO (eV) = 6.759
- E_HOMO (eV) = -8.57
- maximum force (eV Å⁻¹) = 1.142
- LUMO energy (eV) = -1.8

```
156
C65H53BO37 ωB97M-V/def2-TZVPD
O 5.45087 -10.30429 0.54275
H -0.16353 6.24889 4.59704
H -0.82717 -7.07054 5.63665
O 0.78177 15.71868 -3.86874
C -1.03100 -4.49311 8.67747
O 6.60826 -13.29507 0.14895
C 1.78202 7.01797 4.00953
O 4.07402 -5.28691 -0.35606
O 5.45649 -17.44425 2.02703
H -0.11158 -2.68335 6.27785
C -1.26401 -6.82539 7.70300
O -4.02252 1.12389 -4.67527
O -4.83041 6.66758 1.91206
H 2.77020 -3.40865 0.23887
H 0.59760 0.45738 4.61596
C -4.40940 7.93458 -3.08147
H 3.72700 -9.01245 2.07330
H 5.24208 -17.68560 2.94936
O 0.23708 -0.42895 -3.45126
O 2.82753 -1.38655 0.05719
H -5.60790 6.29948 -2.42952
H -2.07496 0.86841 -8.09387
C 4.15196 -8.46475 1.24439
O 3.96183 7.66582 3.31859
H -3.06826 1.16523 -6.63946
C -5.14309 2.24840 -1.50916
C -4.45958 -0.20066 -1.41293
C 2.29800 -1.37116 1.14930
H 0.75294 1.47260 -4.10129
H 2.44822 2.03808 -2.33976
C -0.37625 -3.48414 -2.66792
C 5.10110 -9.14535 0.39759
O 0.42306 3.67285 4.53131
C -4.93454 3.67734 4.08200
H -1.66991 10.95436 -3.17582
H -3.53215 -0.80322 -4.33129
C -0.32751 -2.29443 -4.84329
H -4.98756 6.00871 1.20833
O 1.52244 8.20652 4.04678
O -5.38288 4.93392 -4.67394
C 5.87650 -14.10059 3.53577
C -0.55123 13.86722 -3.25876
H -1.79615 -8.09244 8.93959
O -3.69184 -1.13322 -3.42411
H -3.96900 9.48368 -2.16002
H 1.94826 0.23834 -4.42597
C 3.82981 -7.18663 0.98327
H 6.66040 -11.83392 1.54645
H -4.45149 7.63881 4.36443
H -1.33146 -2.98573 -2.70609
H -1.24797 0.97924 -5.10225
C 5.71214 -16.14685 2.03912
C -4.33391 1.16326 -3.49658
H 6.61835 -9.98463 -1.05578
O -4.66927 3.57992 6.41195
C -0.76810 12.55858 -3.46492
C -4.56140 5.74357 5.43365
C 5.40257 -7.11673 -1.02000
C -4.73337 4.25100 5.27770
O -5.17519 4.09278 1.77410
C -0.66201 -4.06155 7.45972
C 5.72093 -8.39091 -0.75255
C 0.84080 5.96339 4.32234
H -1.09131 -3.83206 9.53013
C -5.01206 6.74490 -3.21423
C -4.95807 0.97136 -0.72116
B 1.99942 0.93310 -2.41002
H -3.51734 -0.10028 -7.74371
C -1.76875 -1.88790 -6.79681
C -4.84598 2.32854 -2.81621
H 2.05867 -1.86718 -3.78501
C 3.58249 5.35877 3.54687
O -5.24106 1.00018 0.46156
O 2.92529 3.11831 3.87187
C 4.43533 -6.43600 -0.18414
H -4.45705 5.05098 -6.46093
C 1.09667 -1.58746 3.71975
C 1.45129 -2.79867 3.01380
O -0.34582 -2.80427 7.22155
C 6.04511 -15.44176 0.94953
C -1.86166 -0.52687 -6.49093
C 0.49816 14.54070 -3.99144
O -1.72063 -6.36783 9.93716
C 6.21126 -13.38940 2.44691
C 1.30811 13.74640 -4.98517
C 5.59621 -15.51236 3.40346
O -0.25904 -4.53941 5.20130
H -0.50272 -4.53298 -2.44456
O 0.97298 0.78995 3.77739
C -2.67636 0.42385 -7.31509
O 2.97515 -6.49607 1.70962
C 6.30655 -14.02167 1.07636
C 3.18257 6.63610 3.60389
H 3.41560 8.46518 3.44828
C 1.10054 12.43910 -5.19080
C -0.40677 -0.91899 -4.56475
H -5.06095 2.61104 3.95800
C -4.59149 6.57362 4.24571
C -1.02458 -2.74758 -5.96969
C 2.64674 4.30093 3.88008
H 5.83889 -6.56802 -1.84233
H 2.52016 -3.40397 -4.42293
C -1.16899 -0.05764 -5.36445
H -1.13599 14.44935 -2.56099
H -5.72397 2.95935 0.11496
C -3.42132 7.80085 -5.42295
H 4.58524 5.07551 3.26070
H 0.39355 -4.22684 -4.51554
C -4.02140 6.60821 -5.55446
H 6.13009 -15.88894 -0.03049
H -4.52068 4.24205 7.11509
H -4.33871 -1.11208 -0.84499
C -3.58308 8.53979 -4.19137
C -4.78889 5.99867 3.05114
C 2.01523 -2.70005 1.80212
H -4.97828 3.24021 -3.38286
C 1.87148 -2.91911 -3.70396
O 5.27114 -16.24381 4.32165
O 2.37422 -3.74352 1.06839
O -1.70812 11.87387 -2.84008
H 2.21876 0.15551 -1.54415
H 2.18175 -3.28241 -2.73763
H 2.10940 0.79008 1.37441
H 0.91121 2.83564 4.41497
H 2.15663 15.36478 -5.26878
O -1.56757 -8.07977 7.98956
O -0.18486 10.57083 -4.54404
H -2.81287 8.23786 -6.20174
C -4.16161 -0.11966 -2.71788
C 0.06262 11.75616 -4.44182
H -0.97596 -3.79377 -6.20877
O 6.48096 -12.10050 2.46971
C -0.58584 -5.00408 6.27668
C 1.35125 -0.25868 3.05969
H 5.80445 -13.65840 4.51906
C 1.91748 -0.15961 1.85308
C -0.89953 -6.40452 6.48456
H -2.27522 -2.29510 -7.65102
O -5.61214 3.26491 -0.80899
C -4.86692 6.01489 -4.45497
C 1.20860 0.57643 -3.69560
O -4.48486 8.67310 -1.98823
O -3.08849 9.63292 -3.97951
C 0.41703 -3.28615 -3.98642
C -1.36354 -5.88533 8.87737
O 2.22856 14.45507 -5.61787
H 1.67981 11.86173 -5.89701
C -4.98546 4.51031 2.90334
O -3.93017 5.85539 -6.63461
O -4.40057 6.16330 6.56370
H 1.24035 -3.74481 3.49317
H 2.89656 -5.59391 1.32881
O 6.58769 -9.09482 -1.45862
H 0.18139 -3.04628 -1.85313
O 0.59213 -1.56063 4.82988
C 1.23429 4.68285 4.26237
```


Molecular formula: C65H55N5OP3SeSiSn
Method: DFT, ωB97M-V/def2-TZVPD

Results
- gap between HOMO and LUMO (eV) = 5.593
- ΔE to the lowest compared entry with this formula, charge and spin (kcal per mole) = 55.9
- charge = -1
- E_HOMO (eV) = -3.35
- maximum force (eV Å⁻¹) = 0.443
- LUMO energy (eV) = 2.2

```
132
C65H55N5OP3SeSiSn ωB97M-V/def2-TZVPD
N 1.88254 -6.14041 -1.00691
C 3.70572 0.83722 -4.37654
N 0.27999 -2.46625 -1.42172
C -5.56905 -2.56736 -2.89812
H 5.50230 -2.20005 -0.23580
C 3.92063 -0.93868 -1.05902
C -2.54959 0.75267 -5.70138
H 5.08155 -4.11843 -1.67130
H 0.93847 1.22287 6.42251
C -6.53253 1.38708 -0.67001
C 6.11254 -1.83868 3.80837
H -7.35958 -2.07058 -3.95779
H -7.39098 1.65267 -1.27329
C -2.93771 -1.78996 3.39408
C -6.94346 -1.63129 -0.78582
H 2.17870 -1.67598 -3.77012
H 1.16557 2.96485 -3.72074
C -1.76630 1.70262 -5.06191
C -3.34406 -0.02409 -3.56894
C -4.13134 -2.38373 5.46045
H -3.65044 -3.35245 5.62831
N 2.10381 -3.92841 -2.10215
H 0.37820 -5.87928 1.52002
H -2.69693 5.81602 -0.93445
H 4.33647 2.39847 -2.10536
Se -3.14604 -3.24288 -1.48329
H 1.99799 3.98636 -5.79841
C -6.85856 -2.07784 -2.99320
P 1.82020 -1.27734 2.20717
H 0.56286 4.04982 1.18738
C -1.78216 1.80063 -3.67830
H 2.28264 2.58562 2.36217
C 5.23600 -2.91264 3.83019
C -0.32378 3.92707 0.57551
C -3.33944 -0.10733 -4.95133
C 2.47863 3.09918 -5.40478
C 0.96696 -3.86170 1.90569
H -4.31190 -1.92503 6.43050
C 2.93313 -0.78840 -1.95154
Sn -1.02253 -1.45376 -0.08843
H -5.16379 1.54926 -2.30694
H -1.12632 -4.10947 5.12597
C 0.14231 -2.86958 3.92669
H -1.16584 2.54072 -3.18527
H 7.13996 -1.96624 4.12558
H 3.90858 2.96740 -7.00319
C -0.44610 -5.13581 3.36478
H -3.94285 -0.86382 -5.43695
H 6.33667 0.25023 3.34817
C 1.35198 0.16749 4.60100
C -2.15049 4.93601 -0.61858
H 1.53032 -3.78740 0.98276
C -4.90903 -2.57736 -1.66224
Si 0.30208 1.05608 0.65481
H 4.19814 -0.12539 -0.40284
C -3.54373 -3.01284 2.75393
H -1.58057 -0.52477 5.42203
C 0.33521 1.04318 2.57310
H -3.21408 -3.91503 3.27212
C -0.28760 2.01180 3.36329
H 4.99544 0.94393 -6.08476
C 2.01545 2.52751 -4.23275
C -6.69148 1.08978 0.67536
C 4.69002 -2.17702 -0.95394
C 3.91606 3.20225 1.14308
H -1.13098 2.36399 -5.63816
H 5.57392 -3.88425 4.16794
C 2.46690 -1.95469 -2.75447
H -3.11663 -0.14738 6.24372
H -2.53553 0.67629 -6.78141
H 2.02132 -0.54035 5.07886
C -0.09602 2.06755 4.73572
C 2.67795 1.78276 -0.88868
H -3.93491 -0.72904 -2.99297
C 2.62792 1.39444 -3.69496
C 3.29469 -3.26517 -2.67159
C 5.66296 -0.59767 3.37158
C 3.46286 -1.51611 2.97329
H -3.45530 3.57099 -1.62408
H 3.55689 -3.70196 -3.63881
C 4.15907 1.39496 -5.56511
H 0.04498 -2.02260 4.58968
C 0.75016 1.16003 5.35768
H -0.92389 2.75222 2.89324
C -1.01588 5.05672 0.17886
C 0.90257 -2.76463 2.76348
C -4.17272 0.95191 -0.49611
P -2.45976 0.88983 -1.10720
C -0.72482 2.63609 0.20050
C -0.53036 -4.04516 4.22179
H 4.20785 -0.03140 -3.96795
C -4.33859 0.63506 0.85046
H -0.97479 -6.05211 3.59833
C 4.49834 3.16818 -0.11636
H -5.06583 -2.94800 -3.77828
C 3.55117 2.52900 -6.08017
O -2.12934 -1.08111 2.81174
N -7.56617 -1.60917 -1.96553
H -7.51171 -1.25591 0.05859
H -2.74736 0.52526 4.63919
H 5.43060 3.68527 -0.30688
C 1.98407 -5.10759 -1.51686
H -0.67320 6.03701 0.48989
C 3.91947 -2.75320 3.41768
P 1.90358 0.71292 -2.15097
C 0.30658 -5.04446 2.20429
C 3.87744 2.45090 -1.12574
H -5.71013 0.46407 2.48375
C 2.71774 2.54026 1.37026
H 4.01772 0.52918 2.59666
C 4.35308 -0.44000 2.95271
H -7.67563 1.13162 1.12544
C 1.12127 0.07815 3.23042
H -3.48466 0.32113 1.44371
C 1.32210 -2.69550 -2.00048
C -5.65152 -2.08136 -0.58663
C 2.05850 1.82499 0.36273
H 3.24810 -3.60351 3.43594
C -2.57793 0.94510 -2.92016
C -5.59233 0.71024 1.43466
C -2.57097 3.67888 -1.00574
C -2.65160 -0.35079 5.28074
H -5.21887 -2.05173 0.40312
H -5.09945 -2.56176 4.98875
C -1.86116 2.54282 -0.60994
C -5.27724 1.32065 -1.25469
H 4.39008 3.75006 1.94944
C 4.45586 -3.23579 -1.73164
H -0.58654 2.83933 5.31765
N -3.30747 -1.49366 4.66978
H -4.63481 -2.98481 2.79308
H -3.22613 -3.06454 1.71326
```


Molecular formula: C65H58BN7OP2SSc
Method: DFT, ωB97M-V/def2-TZVPD

Results
- gap between HOMO and LUMO (eV) = 7.145
- charge = +1
- E_HOMO (eV) = -9.88
- maximum force (eV Å⁻¹) = 0.707
- LUMO energy (eV) = -2.7

```
136
C65H58BN7OP2SSc ωB97M-V/def2-TZVPD
N -1.73289 -0.93568 -0.25562
H 1.03967 -3.15555 0.09768
C 6.77332 0.35284 2.61365
C 4.16099 -3.24347 2.35903
N -0.29340 -1.61785 1.99811
C -0.49378 6.01625 0.67758
C 1.80018 -2.87925 2.08305
H 9.26465 3.90185 6.43171
H -2.33614 -3.40729 5.36557
H -0.64566 4.91107 -2.69241
C -2.89093 1.54450 -2.65368
C 4.08506 0.42210 -2.95656
C 1.06406 -1.91122 -3.39217
H 1.39751 2.93441 -4.12726
H 9.93456 2.24341 6.46459
H -3.65842 -1.01581 2.68240
C 3.62814 5.92311 -1.30853
H 0.16160 -3.78355 4.40889
C -5.16224 -1.78634 0.64221
H 5.30657 5.70710 -0.09078
C 1.38780 5.01473 -0.72997
H 3.20078 2.25788 -5.66168
H -6.56635 1.37759 -1.43164
N -2.33397 0.76520 2.40049
C -4.53017 1.80979 -0.89675
H -3.94656 0.46551 4.72766
C 0.71544 3.21271 1.01882
O 7.33711 3.25414 4.81870
C 3.14790 0.14781 1.81310
B -2.64287 -0.72651 2.13019
C -3.83955 -1.57064 -0.01174
C 2.91987 -2.95122 2.90328
H 1.23307 -2.47708 -5.45532
C -1.18707 -1.74810 -2.51253
H -5.87553 -2.13990 -0.09939
C 3.16861 1.84995 -4.65948
H -2.58002 3.59857 -4.74039
N -2.79314 -0.99379 0.60628
N -0.42445 2.82998 -2.34481
C 2.09690 1.71165 -2.50595
H 0.62291 -1.35245 -1.39843
C -1.67980 -2.10178 -3.76479
H -1.05553 2.87760 -8.66429
H 10.21342 3.28932 5.06797
H 0.15802 0.36847 -5.41334
H -2.84006 -1.72900 5.17549
C -1.14994 4.09668 -2.17415
H -4.98947 0.91974 3.38606
C -2.11659 -1.51594 -1.39647
H -3.48255 -2.96596 4.09660
C 4.36494 0.29483 2.55467
H -1.27534 4.36655 -1.12901
H -3.67599 0.90365 -4.54954
C -0.36709 1.53629 -7.14023
N -1.48438 -1.59779 2.65921
H -1.21538 -2.62734 -5.78625
H -2.74874 -2.16347 -3.92381
C 0.55850 -2.26902 -4.63517
H 2.82520 -2.73648 3.96096
C 3.06536 0.79660 -2.09327
H 4.92739 0.64926 -4.91772
C 5.51052 0.66842 4.64039
C 4.33155 0.53097 3.92980
H 3.03597 2.21352 0.47948
S 8.24256 0.75812 4.89050
C -4.16956 1.26162 4.01809
C 1.52644 3.61449 -0.19192
H 2.58477 4.43958 -2.41988
H -2.46031 4.19799 -7.11673
C 4.28787 -3.48203 0.99617
C 5.59539 0.20537 1.90161
H -2.61614 3.76176 3.61298
C 2.15539 2.23551 -3.79426
H 3.25293 -3.66677 -0.87730
C -0.81421 -2.35747 -4.81811
H -4.50505 2.13342 4.57528
C -3.21731 1.86540 -1.33442
H -5.54490 -0.86226 1.07515
H 3.37612 0.60321 4.43275
C 4.38896 5.25584 -0.44832
C 6.73347 0.58256 3.98457
H 3.91002 6.92176 -1.61995
C 0.48872 -2.50203 2.62760
C -1.88346 3.36143 -6.74415
C 1.92537 -3.15120 0.72374
H -0.99325 6.97315 0.77393
H 1.07424 2.26975 1.42946
C 3.16527 -3.44807 0.17975
C -0.18838 -3.02552 3.72901
H 5.48735 0.84898 5.70673
C -1.93947 3.02771 -5.40077
H 0.24058 0.95022 -7.81750
C 4.10682 3.90010 0.02349
H 5.61854 0.01576 0.83598
P -1.13656 1.46976 -3.15130
H 5.03415 -3.27412 2.99801
Sc 0.06336 0.07868 0.55443
C -2.59184 -2.64315 4.63510
H 2.13058 -1.81401 -3.24008
C 8.23446 2.54081 5.16167
N -1.29388 1.38724 1.78219
H 4.97129 3.36381 0.40309
C -1.30059 2.66993 2.19587
H -4.05113 -2.41091 -2.03192
H -1.84924 5.22296 2.02767
H -2.14598 3.98387 -2.59556
H -6.00572 0.78433 -3.76402
H 5.25856 -3.71083 0.57553
C -5.53833 1.41585 -1.76910
C 9.49193 3.01810 5.84053
P 0.79528 2.18650 -1.32396
H -2.44177 2.17657 -0.64244
C -3.44853 -1.91364 -1.29201
C -1.09475 2.61649 -7.61467
C 2.11307 0.04839 1.17686
C -1.19834 1.95035 -4.90866
C -1.43922 -2.43288 3.71154
H 4.83885 -0.28129 -2.62489
C -0.44163 3.66131 1.52342
H 3.03526 0.38125 -1.09155
C 0.19166 -1.65563 -2.35044
C 2.95933 3.21722 0.08092
C -0.98685 5.01238 1.40804
H 1.87891 6.05023 -2.53635
C -5.22374 1.08401 -3.07819
C 2.35038 5.34515 -1.85251
H 0.70236 6.93774 -0.82500
C -2.34210 2.85682 3.09910
C 4.13566 0.94562 -4.24182
C 0.58290 5.99397 -0.30035
H 7.72863 0.29033 2.10947
H -5.09804 -2.52862 1.43831
H -4.76669 2.08115 0.12596
C -2.97359 1.62692 3.20444
C -3.90810 1.15106 -3.52067
C -0.41817 1.20697 -5.79112
```